DFT (ωB97M-V/def2-TZVPD) results for the molecule C5H3BrO2.

Each line ends with the Löwdin charge.
Element x y z (Å)
C -0.12468 1.37129 -0.06591  -0.05
C -0.48970 0.65232 -1.34086  -0.22
C 0.13301 0.55259 0.93766  -0.09
C -0.34172 -0.61448 -1.21666  -0.53
C 0.95559 -1.40028 1.63055  -0.27
O 1.60276 -2.34325 1.91674  0.16
O 0.35327 -0.84746 0.63420  -0.04
Br -1.19147 -1.75885 -2.48593  0.66
H -0.39983 2.36089 0.21206  0.10
H -0.78969 1.17262 -2.26870  0.11
H 0.29246 0.85462 2.04686  0.16

Properties
Total charge: 0
Gap between HOMO and LUMO (alpha / beta): 8.4 / 7.9 eV
Energy relative to the best compared isomer or geometry (same formula, charge and spin): 148.6 kJ/mol